{
  "formula": "C4H10N2O2",
  "method": "ωB97M-V/def2-TZVPD",
  "elements": ["C", "C", "C", "C", "O", "N", "N", "O", "H", "H", "H", "H", "H", "H", "H", "H", "H", "H"],
  "coordinates": [[-1.480, -0.070, 1.187], [-0.715, -0.867, 0.129], [-1.242, -0.582, -1.278], [0.773, -0.611, 0.248], [1.586, -1.471, 0.541], [1.224, 0.651, 0.055], [2.591, 0.952, 0.056], [0.445, 1.724, -0.362], [-1.355, 0.997, 1.024], [-1.120, -0.319, 2.182], [-2.539, -0.310, 1.132], [-0.833, -1.936, 0.335], [-1.246, 0.486, -1.481], [-0.633, -1.088, -2.026], [-2.263, -0.949, -1.362], [2.890, 1.258, 0.982], [3.090, 0.092, -0.164], [0.828, 2.045, -1.196]],
  "e_above_lowest_kj_mol": 337.8,
  "spin_multiplicity": 1,
  "homo_energy_ev": -9.2,
  "smiles": "CC(C)C(=O)N(N)O",
  "total_charge": 0
}

{
  "formula": "C4H5NO",
  "method": "ωB97M-V/def2-TZVPD",
  "elements": ["C", "C", "N", "C", "C", "O", "H", "H", "H", "H", "H"],
  "coordinates": [[-1.586, -1.026, -0.718], [-0.575, -0.257, 0.088], [0.599, 0.057, -0.647], [1.366, 0.754, 0.094], [1.658, 1.544, 1.113], [-0.742, 0.073, 1.246], [-2.448, -1.276, -0.098], [-1.124, -1.934, -1.116], [-1.900, -0.423, -1.576], [2.379, 1.226, -0.270], [2.374, 1.263, 1.885]],
  "e_above_lowest_kj_mol": 379.1,
  "spin_multiplicity": 1,
  "homo_energy_ev": -9.6,
  "total_charge": 0
}

{
  "formula": "C23H50KN3O4SSi3Te",
  "method": "ωB97M-V/def2-TZVPD",
  "elements": ["K", "C", "C", "N", "C", "C", "N", "C", "C", "N", "H", "H", "H", "H", "H", "H", "H", "H", "H", "H", "H", "H", "H", "H", "H", "C", "O", "Si", "C", "C", "C", "Si", "C", "C", "C", "Si", "C", "C", "C", "H", "H", "H", "H", "H", "H", "H", "H", "H", "H", "H", "H", "H", "H", "H", "H", "H", "H", "H", "H", "H", "H", "H", "H", "H", "H", "H", "Te", "C", "C", "C", "C", "C", "C", "H", "H", "H", "H", "H", "C", "S", "O", "O", "O", "H", "H", "H"],
  "coordinates": [[-0.662, 0.355, -1.375], [2.630, 0.803, -2.117], [2.102, 2.180, -2.634], [0.881, 2.644, -2.023], [0.904, 3.724, -1.065], [0.105, 3.453, 0.223], [0.254, 2.114, 0.746], [1.516, 1.699, 1.308], [2.608, 1.370, 0.282], [2.173, 0.499, -0.782], [2.256, 0.019, -2.776], [3.733, 0.820, -2.209], [2.890, 2.935, -2.493], [1.955, 2.085, -3.712], [0.081, 2.694, -2.644], [1.947, 3.934, -0.805], [0.504, 4.657, -1.490], [0.395, 4.233, 0.956], [-0.955, 3.599, 0.003], [-0.526, 1.833, 1.319], [1.940, 2.450, 2.006], [1.328, 0.791, 1.886], [2.978, 2.292, -0.167], [3.466, 0.961, 0.844], [2.188, -0.481, -0.537], [-3.113, -0.274, 0.861], [-1.731, -0.523, 0.921], [-0.935, -1.574, 1.992], [-0.722, -0.543, 3.573], [-2.252, -2.828, 2.563], [0.549, -2.234, 1.256], [0.302, -3.316, -0.189], [1.490, -2.982, -1.635], [0.497, -5.176, 0.188], [-1.415, -3.224, -0.982], [2.004, -2.548, 2.274], [1.773, -3.932, 3.568], [3.556, -3.046, 1.295], [2.673, -1.092, 3.299], [-3.684, -1.201, 0.737], [-3.319, 0.367, -0.002], [-3.474, 0.239, 1.762], [-1.722, -0.210, 3.873], [-0.097, 0.342, 3.451], [-0.312, -1.133, 4.398], [-3.091, -2.334, 3.066], [-1.759, -3.475, 3.296], [-2.659, -3.473, 1.785], [2.520, -2.830, -1.304], [1.186, -2.090, -2.192], [1.489, -3.817, -2.344], [1.481, -5.445, 0.577], [0.323, -5.763, -0.721], [-0.244, -5.478, 0.934], [-1.652, -2.324, -1.551], [-2.230, -3.386, -0.276], [-1.457, -4.050, -1.705], [1.438, -4.857, 3.093], [1.012, -3.646, 4.300], [2.701, -4.136, 4.114], [3.448, -3.950, 0.696], [4.378, -3.206, 2.001], [3.850, -2.236, 0.621], [1.922, -0.585, 3.907], [3.132, -0.347, 2.643], [3.452, -1.468, 3.971], [-2.801, 2.910, -2.777], [-3.102, 4.420, -1.318], [-2.581, 5.711, -1.478], [-2.748, 6.690, -0.508], [-3.443, 6.414, 0.663], [-3.967, 5.140, 0.842], [-3.798, 4.163, -0.130], [-2.031, 5.942, -2.383], [-2.324, 7.676, -0.673], [-3.569, 7.176, 1.424], [-4.509, 4.896, 1.750], [-4.210, 3.173, 0.030], [-0.584, -2.341, -4.803], [-1.154, -0.724, -4.305], [-2.235, -0.974, -3.355], [-1.536, -0.035, -5.521], [0.007, -0.135, -3.617], [-1.321, -2.787, -5.469], [-0.465, -2.953, -3.912], [0.370, -2.240, -5.317]],
  "e_above_lowest_kj_mol": 59.9,
  "spin_multiplicity": 1,
  "homo_energy_ev": -1.3,
  "total_charge": -2
}

{
  "formula": "C39H31IO19",
  "method": "ωB97M-V/def2-TZVPD",
  "elements": ["C", "C", "C", "C", "C", "C", "C", "C", "C", "C", "C", "C", "I", "C", "O", "O", "C", "O", "C", "H", "H", "H", "H", "H", "H", "H", "H", "H", "H", "H", "H", "H", "H", "H", "O", "C", "C", "C", "O", "C", "O", "C", "C", "O", "H", "H", "H", "H", "O", "C", "C", "C", "O", "C", "O", "C", "C", "O", "H", "H", "H", "H", "O", "C", "C", "C", "O", "C", "O", "C", "C", "O", "H", "H", "H", "H", "O", "C", "C", "C", "O", "C", "O", "C", "C", "O", "H", "H", "H", "H"],
  "coordinates": [[5.239, -1.077, 5.415], [4.986, -0.169, 4.099], [5.672, -0.530, 2.750], [5.409, 0.406, 1.545], [4.463, 1.636, 1.694], [3.751, 2.013, 3.025], [2.735, 3.274, 3.153], [1.697, 2.851, 4.307], [0.561, 2.001, 4.252], [-0.005, 1.260, 2.946], [-0.959, 0.002, 3.287], [-0.563, -1.230, 2.309], [1.100, -2.272, 3.323], [-0.083, 1.891, 5.710], [-1.219, 1.589, 6.100], [1.074, 2.202, 6.538], [1.691, 3.285, 5.842], [2.120, 4.380, 6.249], [4.038, 1.077, 4.245], [5.802, -2.037, 5.167], [4.233, -1.326, 5.919], [5.792, -0.399, 6.163], [6.353, -1.445, 2.696], [5.916, 0.119, 0.556], [4.316, 2.260, 0.739], [3.335, 4.171, 3.530], [2.237, 3.430, 2.140], [0.840, 1.017, 2.199], [-0.670, 2.045, 2.413], [-2.045, 0.303, 3.029], [-0.906, -0.351, 4.368], [-0.265, -0.841, 1.268], [-1.460, -1.930, 2.155], [3.592, 1.231, 5.289], [-2.315, 1.287, 0.272], [-2.560, 2.394, -0.175], [-2.745, 3.567, 0.684], [-3.030, 4.760, 0.155], [-3.201, 5.858, 0.940], [-3.172, 4.942, -1.318], [-3.451, 6.040, -1.765], [-2.964, 3.773, -2.179], [-2.676, 2.582, -1.650], [-2.477, 1.487, -2.437], [-2.641, 3.421, 1.751], [-3.398, 6.590, 0.323], [-3.053, 3.922, -3.247], [-2.286, 0.753, -1.818], [-3.382, 0.913, -5.952], [-4.478, 0.541, -5.566], [-4.825, 0.466, -4.143], [-6.030, 0.038, -3.759], [-6.368, -0.034, -2.441], [-7.058, -0.381, -4.753], [-8.142, -0.785, -4.365], [-6.719, -0.284, -6.177], [-5.516, 0.147, -6.561], [-5.188, 0.245, -7.878], [-4.068, 0.772, -3.430], [-7.284, -0.373, -2.427], [-7.481, -0.575, -6.888], [-4.269, 0.578, -7.893], [-1.088, -3.897, -0.052], [-0.743, -5.040, 0.202], [-1.494, -5.899, 1.122], [-1.076, -7.139, 1.388], [-1.764, -7.949, 2.238], [0.160, -7.692, 0.766], [0.521, -8.822, 1.046], [0.898, -6.841, -0.173], [0.479, -5.603, -0.441], [1.151, -4.802, -1.313], [-2.388, -5.485, 1.569], [-1.261, -8.786, 2.263], [1.784, -7.261, -0.631], [0.652, -3.962, -1.332], [4.887, -0.307, -1.525], [4.134, 0.087, -2.400], [2.677, 0.096, -2.235], [1.884, 0.519, -3.221], [0.529, 0.536, -3.081], [2.444, 0.992, -4.519], [1.688, 1.354, -5.404], [3.902, 1.005, -4.676], [4.696, 0.585, -3.688], [6.051, 0.594, -3.817], [2.284, -0.252, -1.288], [0.183, 0.880, -3.928], [4.296, 1.367, -5.616], [6.395, 0.244, -2.973]],
  "spin_multiplicity": 1,
  "homo_energy_ev": -8.6,
  "smiles": "Cc1cccc(CC2=C(CCCI)C(=O)OC2=O)c1.O=C1C=C(O)C(=O)C=C1O.O=C1C=C(O)C(=O)C=C1O.O=C1C=C(O)C(=O)C=C1O.O=C1C=C(O)C(=O)C=C1O",
  "total_charge": 0
}

no.,E_tot (eV),gap between HOMO and LUMO (eV)
1,-11383.4015,9.9
2,-7762.5972,9.4
3,-95415.8027,5.3
4,-87940.2547,6.6